This record from the Open Molecules 2025 dataset describes 10 unconnected molecules or ions with the total composition C12H44O16 in a non-equilibrium geometry. The level of theory is the ωB97M-V functional and the def2-TZVPD basis.

Results
SMILES string ... OCCO.OCCO.OCCO.OCCO.OCCO.OCCO.O.O.O.O
E ... -1687.27105 hartree
F_max ... 3.63 eV/Å
Highest occupied orbital energy ... -10.1 eV
Relative energy (zero: lowest compared OMol25 entry of this formula, charge and spin) ... 292.1 kJ/mol

Geometry (Å):
O1 -3.14438 -0.40823 -1.43039
C1 -3.46526 -1.74362 -1.89009
C2 -4.87078 -2.20990 -1.44567
O2 -5.34902 -3.34839 -2.19013
H1 -3.96808 0.08425 -1.40693
H2 -3.55586 -1.58931 -2.96530
H3 -2.66012 -2.42836 -1.62369
H4 -5.51550 -1.33414 -1.51969
H5 -4.92817 -2.39173 -0.37248
H6 -6.14660 -3.67723 -1.76902
O3 3.18851 -3.44243 -4.97797
C3 2.96108 -3.51278 -3.52915
C4 1.46176 -3.33891 -3.19965
O4 0.95748 -4.65834 -3.24721
H7 3.98554 -3.93451 -5.18822
H8 3.34207 -4.48517 -3.21706
H9 3.65993 -2.79341 -3.10228
H10 0.88932 -2.62125 -3.78732
H11 1.35239 -3.06422 -2.15051
H12 1.59854 -5.19677 -2.77737
O5 -2.05722 -0.83891 1.15496
C5 -2.41727 0.44273 1.64402
C6 -2.22740 0.51574 3.15300
O6 -3.19790 -0.32053 3.74899
H13 -2.12938 -0.99173 0.20995
H14 -1.71882 1.12574 1.16051
H15 -3.43024 0.60685 1.27656
H16 -2.39724 1.54019 3.48427
H17 -1.26595 0.23084 3.58025
H18 -3.15899 -1.16933 3.30218
O7 2.47024 -2.88853 1.14492
C7 1.72505 -1.84955 1.71643
C8 0.78461 -2.12349 2.83613
O8 1.44776 -2.24943 4.06380
H19 3.21566 -2.46898 0.70913
H20 2.30295 -0.96760 1.99268
H21 1.08904 -1.41349 0.94607
H22 0.18276 -3.00894 2.63156
H23 0.09290 -1.28542 2.92146
H24 0.81950 -2.61128 4.69305
O9 -1.74835 3.93967 2.91461
C9 -0.61769 3.60561 3.64681
C10 0.74048 3.91851 2.95978
O10 0.93512 5.31136 2.82461
H25 -1.60667 4.87206 2.73531
H26 -0.57058 4.09531 4.61948
H27 -0.64372 2.55573 3.93867
H28 0.54877 3.60703 1.93297
H29 1.59530 3.46927 3.46531
H30 0.15808 5.66664 2.38690
O11 0.22821 2.25507 -0.34335
C11 -0.21649 1.71304 -1.61085
C12 0.52625 0.29766 -1.86542
O12 1.88518 0.53301 -1.95913
H31 1.12117 1.91841 -0.23899
H32 -1.30083 1.63917 -1.69365
H33 0.01384 2.55079 -2.26905
H34 0.03793 -0.19494 -2.70624
H35 0.28281 -0.30265 -0.98880
H36 2.35060 -0.15297 -1.47495
O13 3.77602 -0.91773 -0.79447
H37 3.80396 -0.13833 -0.23949
H38 4.07121 -0.61226 -1.65225
O14 3.23888 1.63555 0.45169
H39 3.21016 2.55876 0.20052
H40 3.42679 1.64790 1.39018
O15 2.97581 2.51203 -3.44056
H41 2.63144 1.73983 -2.99185
H42 3.21385 3.11340 -2.73491
O16 -1.20391 4.69679 -0.33091
H43 -2.07367 4.38572 -0.58184
H44 -0.71286 3.90012 -0.12986